This record from OMol25 describes a structure of composition C19H35N2PS3Se4Ti. The level of theory is the ωB97M-V functional and the def2-TZVPD basis.

Properties
LUMO level (alpha / beta)	-3.2 / -3.0	eV
max |F|	0.0042	hartree/bohr
total charge	+1
spin multiplicity	2
HOMO-LUMO gap (alpha / beta)	6.870 / 7.065	eV
expectation value of S²	0.7594
ΔE to the lowest compared entry with this formula, charge and spin	8.3	kcal per mole

Each line ends with the natural charge from an NBO analysis.
Element x y z (Å)
Se: -0.727 -2.540 -1.330  -0.408
C: -0.025 3.152 -0.640  0.091
H: -1.325 3.781 0.932  0.251
C: -0.488 3.098 0.774  -0.653
H: 1.531 -2.456 3.722  0.206
H: 2.495 1.250 4.147  0.223
H: 0.074 -3.120 2.970  0.206
H: 1.848 -0.384 4.058  0.215
C: 2.976 -2.076 1.377  -0.618
H: -2.936 -1.341 2.433  0.219
H: -4.788 -0.711 -1.754  0.239
C: 1.136 -2.938 2.827  -0.607
H: -1.351 0.527 2.147  0.206
C: -3.417 1.265 -0.149  -0.730
H: 3.415 0.883 0.994  0.228
N: -0.225 0.357 -3.573  -0.561
Se: 2.296 -1.942 -3.269  0.043
C: -0.959 -0.467 2.392  -0.502
C: -0.374 -0.344 -4.674  0.127
H: -0.805 2.089 1.014  0.233
H: -1.823 -0.354 4.353  0.221
H: 3.025 2.401 1.794  0.222
S: -2.668 0.341 -1.502  0.274
H: 1.056 -2.697 0.716  0.259
C: 2.364 0.387 3.492  -0.618
H: 0.914 2.769 -5.599  0.258
H: -0.605 -2.191 -5.710  0.246
H: 2.119 1.887 0.365  0.200
H: 0.311 3.391 1.453  0.253
N: -0.065 2.162 -1.501  -0.569
H: 3.292 -1.362 0.622  0.229
H: 3.476 -1.848 2.318  0.207
P: 0.599 -0.491 1.361  0.852
C: -1.996 -1.477 1.892  -0.600
H: -4.478 1.393 -0.356  0.244
H: -3.287 0.760 0.805  0.224
C: 0.378 2.566 -2.749  0.117
S: 0.120 0.493 -6.081  0.532
Ti: -0.017 -0.132 -1.316  0.951
H: 1.199 4.379 -3.666  0.263
H: -0.714 -2.316 -3.946  0.269
C: -0.965 -1.704 -4.805  -0.675
H: -2.182 -1.352 0.825  0.205
C: -0.834 -0.511 3.916  -0.617
H: -2.053 -1.626 -4.872  0.241
C: 0.266 1.621 -3.851  0.096
H: -1.680 -2.508 2.037  0.223
C: -3.783 -1.074 -1.551  -0.730
S: 0.607 4.598 -1.294  0.535
H: -0.180 0.269 4.303  0.214
H: 3.357 0.015 3.246  0.220
Se: 2.462 -0.195 -1.696  -0.375
H: 0.849 1.531 2.521  0.217
H: -0.471 -1.473 4.271  0.221
C: 1.454 -2.139 1.560  -0.524
C: 1.619 0.816 2.218  -0.517
H: 1.624 -3.912 2.745  0.229
Se: 1.281 -3.586 -1.983  0.054
H: 3.323 -3.059 1.051  0.230
C: 0.529 1.866 -5.154  -0.408
H: -3.455 -1.721 -2.361  0.253
C: 2.592 1.536 1.283  -0.594
C: 0.806 3.846 -2.815  -0.402
H: -2.952 2.248 -0.123  0.232
H: -3.766 -1.632 -0.616  0.232

This record from OMol25 describes a cluster of 3 separate species, C19H36BrN2O5 in total in a non-equilibrium geometry. The level of theory is the ωB97M-V functional and the def2-TZVPD basis.

Properties
LUMO level	-3.0	eV
max |F|	0.0393	hartree/bohr
total charge	+1
spin multiplicity	1
HOMO-LUMO gap	9.216	eV

Each line ends with the natural charge from an NBO analysis.
Element x y z (Å)
H: -1.103 -0.040 -0.667  0.203
H: 2.401 -0.539 -2.130  0.174
H: -4.210 -2.261 0.133  0.192
C: -1.249 5.446 0.823  -0.430
H: 1.963 -2.356 -0.590  0.249
N: 0.401 -2.248 -2.105  -0.356
H: 0.275 6.935 1.272  0.254
H: -2.482 -2.739 -1.110  0.194
O: 3.196 -2.469 2.727  -0.509
H: -2.931 -2.791 -2.810  0.240
C: -1.082 -0.184 -1.770  -0.259
C: 3.210 -0.272 3.552  -0.431
C: 0.926 -2.691 -0.777  -0.236
H: 1.003 -3.798 -0.833  0.228
C: 1.025 4.920 1.180  0.789
O: 2.175 5.004 1.493  -0.554
H: -1.132 0.841 -2.194  0.250
C: -3.422 -0.397 -1.470  -0.022
H: 1.129 -2.509 -2.776  0.437
H: -4.747 -1.710 -2.663  0.218
O: 1.496 0.412 -0.467  -0.563
H: -0.972 -2.852 0.407  0.221
C: 0.029 -2.387 0.448  -0.658
C: 4.126 -2.441 3.721  0.786
H: -1.628 5.648 1.827  0.217
C: 0.253 -0.763 -2.290  -0.061
H: -1.701 3.353 1.212  0.201
C: -2.174 -2.372 -2.116  -0.242
C: 2.324 1.566 -0.232  -0.272
H: -0.798 -4.049 -2.305  0.252
H: -0.040 -1.318 0.710  0.239
H: 0.529 -2.863 1.318  0.261
C: 1.513 0.063 -1.828  -0.065
H: 5.345 -0.697 3.666  0.242
H: -5.996 -2.107 -0.042  0.240
H: -5.010 -3.265 -1.064  0.214
Br: -3.787 1.507 -1.961  -0.014
H: 3.417 -0.858 1.460  0.169
C: -0.820 -2.974 -2.563  -0.240
H: -0.801 -2.947 -3.673  0.235
C: 0.146 6.037 0.673  -0.530
H: 2.392 -0.281 4.276  0.215
H: 2.924 1.846 -1.116  0.183
C: -4.754 -1.182 -1.687  -0.457
C: -0.984 3.962 0.663  -0.072
H: -0.985 3.649 -0.386  0.172
O: 4.647 -3.420 4.158  -0.538
N: -2.282 -0.909 -2.208  -0.477
H: -3.233 -0.363 -0.371  0.188
O: 0.333 3.751 1.198  -0.511
H: 0.395 6.236 -0.371  0.240
H: -5.585 -0.460 -1.774  0.251
H: 4.465 -0.923 5.207  0.253
H: 1.674 2.404 0.081  0.224
H: 3.042 1.390 0.593  0.197
C: 4.408 -1.015 4.126  -0.529
H: 3.416 0.766 3.294  0.229
C: -5.058 -2.266 -0.589  -0.615
H: 0.229 -0.615 -3.392  0.234
H: -1.973 5.834 0.108  0.230
C: 2.847 -1.128 2.354  -0.072
H: 1.498 0.969 -2.470  0.207
H: 1.786 -1.079 2.119  0.187

This record from OMol25 describes a structure of composition C19H36F3O17Rb in a non-equilibrium geometry. The level of theory is the ωB97M-V functional and the def2-TZVPD basis.

Properties
LUMO level	-1.1	eV
max |F|	0.0397	hartree/bohr
spin multiplicity	1
HOMO-LUMO gap	6.502	eV

Each line ends with the Mulliken charge.
Element x y z (Å)
O: 0.501 -2.781 -4.408  -0.403
O: 1.914 5.581 0.342  -0.285
F: 0.577 0.690 1.593  -0.247
H: 0.537 -6.199 -2.623  0.343
H: -1.511 2.514 1.295  0.291
H: -4.577 1.918 4.880  0.309
H: 3.517 4.214 0.189  0.332
H: 1.110 -4.928 -0.347  0.210
O: 3.841 6.266 1.265  -0.588
O: -2.610 -3.975 -0.894  -0.542
O: -4.541 -3.360 -1.868  -0.393
C: 2.551 4.466 -0.250  -0.302
H: -4.287 -4.931 -3.150  0.267
C: 1.490 -3.144 2.291  0.965
C: 1.149 1.817 -2.655  -1.551
O: -0.304 -4.641 -3.677  -0.374
C: 0.922 1.032 -1.370  0.922
H: 0.390 1.627 -0.620  0.174
C: -2.409 2.589 0.684  -0.648
C: -1.952 -1.381 -0.793  0.294
H: 2.352 -1.939 -4.424  0.332
H: -1.143 -6.379 -3.111  0.225
F: 2.334 -0.077 2.639  -0.239
C: 0.546 -3.661 -3.437  0.921
Rb: 5.705 0.297 -1.564  0.936
H: 3.425 -1.864 4.520  0.260
H: -4.481 -5.349 -1.432  0.285
H: 3.663 8.534 1.892  0.334
C: -4.839 -4.701 -2.236  -0.628
O: 2.206 0.735 -0.860  -0.514
H: -5.889 -4.912 -2.407  0.248
C: 2.683 6.453 0.978  0.835
O: -3.528 2.005 1.317  -0.255
H: 1.679 -1.901 4.436  0.324
C: 0.757 -4.126 0.296  -0.224
H: 2.838 4.723 -1.275  0.314
H: -5.615 3.228 4.360  0.275
H: -1.070 -1.818 -1.280  -0.394
O: -3.181 -1.818 -1.323  -0.385
O: -3.169 3.146 3.218  -0.544
F: 2.440 1.828 1.593  -0.278
H: 0.188 1.977 -3.156  0.408
C: 2.574 -2.505 4.296  -0.728
H: -2.540 3.641 0.417  0.391
O: 3.616 -0.623 0.226  -1.042
H: 2.356 9.545 1.435  0.246
H: 1.003 -0.836 -4.899  0.280
H: 1.577 2.807 -2.489  0.232
H: -6.202 1.497 4.483  0.242
C: 1.323 -1.634 -4.237  -0.320
H: 2.188 8.714 2.937  0.249
O: 0.424 -2.698 2.617  -0.621
O: 1.255 -3.605 -2.468  -0.529
H: -0.165 -4.492 0.759  0.331
C: -3.343 -3.140 -1.337  0.827
H: 1.756 1.274 -3.380  0.295
O: 1.798 -3.789 1.180  -0.393
H: 1.655 -1.035 0.142  -0.486
C: -0.409 -5.666 -2.721  -0.512
C: -3.829 2.433 2.522  0.772
H: 0.449 -3.267 -0.301  -0.055
H: -1.784 -0.327 -1.016  0.008
C: -5.399 2.172 4.203  -0.662
C: 1.934 0.579 1.521  0.679
H: -2.288 2.105 -0.284  0.145
O: 1.964 7.516 1.258  -0.333
H: 1.934 3.577 -0.227  -0.148
H: -0.892 -5.365 -1.791  0.144
O: -5.015 1.934 2.858  -0.330
C: 2.369 -0.197 0.260  1.152
H: 1.272 -1.249 -3.219  -0.051
O: 2.607 -3.081 3.008  -0.358
H: 0.236 0.215 -1.630  -0.448
H: 2.589 -3.295 5.049  0.294
C: 2.576 8.594 1.928  -0.659
H: -1.798 -1.555 0.271  0.380